The following is a DFT calculation (ωB97M-V/def2-TZVPD) of a structure of composition C38H49B2Br73F5INO8P2 in a non-equilibrium geometry.

The calculation puts the LUMO energy at 0.7 eV. The calculation puts the max |F| at 1.88 eV Å⁻¹. For the orbital gap, the calculation gives 5.5 eV. The highest occupied orbital energy is -4.811 eV.

ORCA input file:
```
! RIJCOSX wB97M-V def2-TZVPD def2/J DEFGRID3
* xyz -1 1
C 2.402 -0.451 4.079
C 1.591 0.258 3.015
C 2.085 1.638 2.696
I 2.520 2.647 4.538
C 1.105 2.366 1.739
C 1.084 1.496 0.475
C -0.191 0.697 0.294
C 0.012 -0.257 -0.892
C 0.595 -1.619 -0.617
F 1.881 -1.557 -0.217
F 0.622 -2.279 -1.811
C -0.180 -2.607 0.335
F -1.411 -2.191 0.595
F -0.300 -3.789 -0.292
F 0.466 -2.895 1.471
O -0.128 2.395 2.379
B -0.528 3.761 2.770
C -1.930 4.333 2.105
B -2.878 5.049 3.093
O -3.978 4.387 3.613
O -2.708 6.398 3.422
P -0.959 4.030 4.753
O 0.308 4.794 5.499
Br -1.167 1.960 5.698
O 0.693 4.548 2.395
C 1.400 3.861 1.456
C 2.872 4.318 1.252
C 3.680 4.804 2.407
C 4.984 4.103 2.655
N 3.276 5.771 3.100
P 0.575 4.456 -0.124
O -0.598 3.734 -0.590
O 1.676 4.389 -1.319
O 0.207 5.965 0.123
H 3.446 -0.208 3.978
H 2.314 -1.505 3.893
H 2.033 -0.261 5.062
H 1.647 -0.366 2.149
H 0.590 0.365 3.393
H 3.034 1.537 2.191
H 1.904 0.809 0.469
H 1.188 2.092 -0.418
H -0.468 0.185 1.193
H -1.003 1.349 0.045
H 0.684 0.201 -1.592
H -0.937 -0.436 -1.359
H -2.461 3.470 1.727
H -1.747 4.982 1.266
H -4.062 4.559 4.547
H -2.595 6.450 4.371
H 0.496 4.367 6.336
H 3.381 3.552 0.700
H 2.847 5.172 0.597
H 5.022 3.180 2.104
H 5.093 3.846 3.689
H 5.805 4.694 2.293
H 3.957 5.960 3.829
H 1.579 5.200 -1.826
H 0.628 6.300 0.928
C -3.789 4.199 -2.718
Br -2.960 5.693 -3.602
Br -2.924 2.545 -3.198
Br -3.897 4.426 -0.832
H -4.792 4.142 -3.101
C 0.819 -7.390 0.827
Br 1.540 -8.304 -0.698
Br -0.882 -8.105 1.365
Br 2.031 -7.408 2.314
H 0.667 -6.360 0.545
C -5.319 -3.696 -3.228
Br -5.807 -2.250 -4.387
Br -6.539 -3.886 -1.757
Br -5.119 -5.328 -4.218
H -4.360 -3.454 -2.814
C 5.158 -5.425 3.824
Br 6.982 -5.858 3.366
Br 4.966 -5.033 5.692
Br 4.464 -4.019 2.731
H 4.572 -6.307 3.621
C -3.485 3.894 -6.868
Br -4.183 2.195 -7.433
Br -1.921 4.397 -7.861
Br -4.838 5.261 -6.927
H -3.189 3.788 -5.833
C -7.828 2.402 -0.823
Br -7.297 3.028 0.909
Br -7.189 3.518 -2.253
Br -7.317 0.604 -1.230
H -8.905 2.419 -0.861
C -7.044 2.460 -9.793
Br -7.405 3.388 -11.437
Br -8.360 2.841 -8.450
Br -6.826 0.574 -10.080
H -6.098 2.827 -9.424
C 10.819 -5.373 3.431
Br 11.313 -4.610 5.122
Br 11.273 -4.216 1.963
Br 11.562 -7.132 3.191
H 9.746 -5.475 3.434
C 3.952 -0.736 -2.774
Br 5.786 -0.782 -3.353
Br 3.543 0.858 -1.795
Br 2.735 -0.935 -4.255
H 3.801 -1.575 -2.113
C 8.170 -4.663 -0.355
Br 7.475 -6.240 -1.201
Br 9.606 -3.886 -1.363
Br 6.787 -3.393 0.023
H 8.581 -4.972 0.594
C 4.778 2.569 -5.361
Br 6.653 2.394 -4.974
Br 3.876 3.648 -4.058
Br 4.487 3.221 -7.146
H 4.349 1.578 -5.311
C -7.619 7.016 -0.967
Br -6.013 7.730 -0.211
Br -9.073 7.034 0.289
Br -8.091 7.895 -2.614
H -7.423 5.984 -1.206
C -0.999 6.331 8.925
Br -1.971 5.092 7.840
Br -2.081 7.088 10.332
Br 0.596 5.528 9.642
H -0.686 7.143 8.288
C -0.182 4.896 13.450
Br -1.608 5.504 14.587
Br 1.491 4.816 14.394
Br -0.605 3.226 12.613
H -0.070 5.625 12.661
C -9.521 -1.047 -5.421
Br -10.460 -2.234 -4.238
Br -10.427 -0.853 -7.106
Br -9.185 0.652 -4.594
H -8.563 -1.499 -5.625
C -0.217 -9.144 5.073
Br -0.941 -10.920 5.132
Br -1.465 -7.844 5.735
Br 1.477 -9.040 5.977
H -0.037 -8.907 4.035
C -3.825 -9.361 8.758
Br -5.115 -9.083 10.154
Br -2.053 -9.580 9.465
Br -4.322 -10.824 7.618
H -3.817 -8.472 8.148
C -3.612 6.842 -10.325
Br -4.612 5.334 -10.968
Br -1.979 7.086 -11.308
Br -4.681 8.438 -10.312
H -3.341 6.631 -9.303
C -12.248 7.039 3.382
Br -11.153 5.705 4.222
Br -11.268 8.662 3.079
Br -13.037 6.385 1.756
H -13.053 7.270 4.059
C 4.828 -3.986 -5.581
Br 3.006 -4.557 -5.784
Br 5.726 -4.991 -4.220
Br 5.774 -4.034 -7.256
H 4.805 -2.956 -5.257
C -1.438 -4.002 5.248
Br 0.407 -4.259 5.717
Br -2.418 -3.168 6.673
Br -1.657 -3.059 3.581
H -1.858 -4.986 5.112
C 1.612 -6.324 -8.784
Br 0.984 -5.115 -10.135
Br 0.350 -6.508 -7.352
Br 2.113 -8.022 -9.526
H 2.503 -5.884 -8.360
C 12.843 -10.125 0.824
Br 13.509 -8.524 0.002
Br 13.735 -11.691 0.161
Br 12.935 -10.026 2.744
H 11.802 -10.213 0.560
C 4.037 -4.445 -12.415
Br 4.417 -3.749 -10.669
Br 4.607 -3.241 -13.800
Br 4.777 -6.202 -12.648
H 2.966 -4.540 -12.492
*
```